No. 1
A cluster of 2 separate species, C7H9P in total at a distorted geometry. Source: OMol25; level of theory: the ωB97M-V functional and the def2-TZVPD basis.

HOMO: -8.28 eV
energy relative to the best compared isomer or geometry (same formula, charge and spin): 163.1 kJ/mol
E: -613.36660 Ha
gap between HOMO and LUMO: 8.623 eV

XYZ file:
```
17
C7H9P (the ωB97M-V functional and the def2-TZVPD basis)
C 2.29 0.87 1.47
C 2.76 -0.22 1.31
C -2.30 -1.36 -1.77
C -1.88 -1.60 -0.51
C -1.58 -0.32 -2.42
C -0.76 -0.74 -0.08
C 1.78 2.21 1.67
P -0.35 0.40 -1.49
H -3.10 -1.89 -2.25
H -2.29 -2.35 0.15
H 3.16 -1.18 1.18
H -1.81 -0.02 -3.43
H -1.01 -0.16 0.81
H 0.13 -1.32 0.19
H 1.95 2.80 0.77
H 0.72 2.18 1.89
H 2.31 2.68 2.51
```

Atomic partial charges in e from the Mulliken method, atoms 1 to 6: C 0.045; C -0.127; C -0.355; C -0.310; C -0.377; C -0.574

No. 2
A cluster of 20 separate species, C80H100N20 in total at a distorted geometry. Source: OMol25; level of theory: the ωB97M-V functional and the def2-TZVPD basis.

HOMO: -7.53 eV
energy relative to the best compared isomer or geometry (same formula, charge and spin): 0.0 kJ/mol
E: -4203.18369 Ha
gap between HOMO and LUMO: 7.968 eV

XYZ file:
```
200
C80H100N20 (the ωB97M-V functional and the def2-TZVPD basis)
N -3.36 8.06 2.20
C -4.42 8.76 2.65
C -4.77 8.14 3.81
C -3.79 7.20 4.12
C -2.99 7.04 3.03
H -2.99 8.36 1.30
H -4.72 9.65 2.11
H -5.59 8.29 4.50
H -3.75 6.57 4.99
H -2.22 6.36 2.71
N 5.28 2.14 -0.90
C 4.15 1.59 -0.35
C 3.63 2.66 0.36
C 4.31 3.79 0.25
C 5.39 3.45 -0.59
H 6.05 1.70 -1.38
H 3.84 0.56 -0.48
H 2.71 2.46 0.88
H 4.04 4.71 0.74
H 6.16 4.09 -1.00
N -4.37 0.58 5.46
C -3.67 -0.07 6.47
C -3.85 0.60 7.67
C -4.88 1.48 7.42
C -5.15 1.53 6.08
H -4.47 0.33 4.49
H -3.12 -0.97 6.25
H -3.36 0.45 8.61
H -5.41 2.19 8.03
H -5.91 2.07 5.53
N -6.24 -1.67 3.47
C -4.95 -1.86 3.14
C -4.52 -0.67 2.55
C -5.54 0.21 2.53
C -6.69 -0.39 3.13
H -6.80 -2.38 3.92
H -4.52 -2.82 3.36
H -3.54 -0.66 2.10
H -5.57 1.23 2.16
H -7.66 0.02 3.39
N -1.22 4.46 -1.08
C -1.45 4.55 0.32
C -0.29 5.23 0.81
C 0.56 5.44 -0.28
C -0.01 5.07 -1.44
H -1.87 4.13 -1.78
H -2.35 4.20 0.81
H -0.10 5.47 1.84
H 1.53 5.91 -0.19
H 0.41 5.06 -2.43
N -1.98 2.52 6.07
C -1.25 2.44 4.92
C -0.61 3.63 4.63
C -0.86 4.48 5.76
C -1.77 3.77 6.57
H -2.64 1.85 6.44
H -1.32 1.60 4.25
H -0.20 3.84 3.65
H -0.63 5.53 5.84
H -2.25 4.18 7.44
N 5.80 1.98 2.40
C 6.70 2.89 2.85
C 7.61 2.14 3.66
C 7.20 0.83 3.67
C 6.03 0.70 2.83
H 5.03 2.16 1.78
H 6.52 3.94 2.70
H 8.37 2.56 4.30
H 7.71 0.05 4.21
H 5.37 -0.12 2.59
N 0.12 1.41 -0.23
C -1.09 1.07 0.29
C -1.35 -0.30 0.08
C -0.19 -0.69 -0.63
C 0.62 0.37 -0.91
H 0.51 2.34 -0.21
H -1.70 1.77 0.85
H -2.25 -0.85 0.31
H 0.01 -1.70 -0.95
H 1.45 0.58 -1.57
N -0.39 -4.02 5.49
C -0.54 -3.04 4.47
C -1.27 -3.66 3.47
C -1.57 -5.01 3.84
C -0.98 -5.20 5.11
H -0.02 -3.90 6.43
H -0.11 -2.08 4.69
H -1.67 -3.15 2.60
H -2.09 -5.80 3.31
H -1.17 -6.01 5.80
N 5.11 -3.68 0.13
C 3.99 -4.34 0.54
C 2.93 -3.62 0.12
C 3.39 -2.60 -0.80
C 4.82 -2.56 -0.67
H 6.03 -3.97 0.43
H 4.08 -5.25 1.12
H 1.94 -3.99 0.31
H 2.80 -1.84 -1.30
H 5.53 -1.80 -0.98
N 1.67 -2.88 -6.69
C 1.07 -4.05 -7.07
C 0.00 -4.27 -6.18
C -0.05 -3.25 -5.26
C 0.92 -2.34 -5.64
H 2.38 -2.32 -7.13
H 1.39 -4.47 -8.01
H -0.74 -5.05 -6.16
H -0.79 -3.10 -4.48
H 1.11 -1.35 -5.26
N 3.74 -1.52 -4.40
C 3.29 -0.26 -4.02
C 4.35 0.58 -4.12
C 5.44 -0.17 -4.54
C 5.08 -1.47 -4.68
H 3.15 -2.31 -4.58
H 2.26 -0.15 -3.72
H 4.42 1.64 -3.89
H 6.47 0.12 -4.69
H 5.59 -2.40 -4.93
N -5.00 -1.19 -3.23
C -3.62 -1.33 -3.12
C -3.41 -2.11 -2.00
C -4.60 -2.27 -1.36
C -5.62 -1.95 -2.25
H -5.49 -0.61 -3.90
H -2.83 -1.01 -3.77
H -2.52 -2.52 -1.54
H -4.66 -2.71 -0.37
H -6.69 -1.97 -2.13
N 1.14 3.06 -5.05
C 0.78 2.32 -3.95
C -0.11 1.32 -4.36
C -0.38 1.58 -5.70
C 0.45 2.60 -6.11
H 1.96 3.64 -5.01
H 1.20 2.43 -2.96
H -0.54 0.55 -3.75
H -1.03 0.99 -6.33
H 0.48 3.05 -7.09
N 2.05 -0.70 4.96
C 1.25 0.40 4.70
C 1.11 0.39 3.32
C 1.89 -0.59 2.72
C 2.56 -1.24 3.75
H 2.24 -1.04 5.89
H 0.87 1.03 5.49
H 0.36 0.98 2.82
H 1.87 -0.78 1.66
H 3.28 -2.04 3.85
N -2.48 2.85 -3.39
C -3.21 2.18 -2.49
C -4.31 2.96 -2.12
C -4.24 4.07 -2.89
C -3.07 4.00 -3.64
H -1.68 2.53 -3.92
H -3.03 1.17 -2.18
H -5.13 2.60 -1.51
H -5.05 4.76 -2.72
H -2.70 4.71 -4.36
N -1.11 -6.79 -1.35
C -0.68 -5.60 -1.92
C -0.12 -4.93 -0.89
C -0.27 -5.73 0.25
C -0.88 -6.91 -0.01
H -1.47 -7.51 -1.96
H -0.66 -5.50 -2.99
H 0.51 -4.05 -0.97
H 0.04 -5.40 1.23
H -1.30 -7.73 0.55
N 4.47 -4.87 -2.86
C 3.46 -5.05 -3.80
C 4.14 -5.55 -4.90
C 5.59 -5.44 -4.64
C 5.72 -5.06 -3.33
H 4.32 -4.41 -1.97
H 2.46 -4.67 -3.69
H 3.71 -5.78 -5.87
H 6.44 -5.61 -5.28
H 6.63 -4.98 -2.76
N -3.96 -6.23 1.02
C -4.30 -7.32 1.76
C -5.56 -7.16 2.21
C -5.91 -5.80 2.16
C -4.95 -5.32 1.25
H -3.06 -6.08 0.57
H -3.65 -8.18 1.77
H -6.08 -7.89 2.80
H -6.81 -5.33 2.53
H -4.89 -4.34 0.82
N 3.76 4.28 -4.01
C 3.97 3.92 -5.32
C 3.37 4.87 -6.16
C 2.71 5.77 -5.26
C 2.92 5.37 -3.92
H 4.14 3.80 -3.20
H 4.61 3.09 -5.58
H 3.24 4.84 -7.23
H 2.29 6.69 -5.62
H 2.68 5.71 -2.92
```

Atomic partial charges in e from the Mulliken method, atoms 1 to 6: N 0.014; C -0.484; C -0.657; C -0.374; C -0.187; H 0.214

No. 3
A structure of composition C80H138As4BrF24N10 at a distorted geometry. Source: OMol25; level of theory: the ωB97M-V functional and the def2-TZVPD basis.

HOMO: -15.04 eV
net charge: +5
E: -17591.47495 Ha
gap between HOMO and LUMO: 5.261 eV

XYZ file:
```
257
C80H138As4BrF24N10 (the ωB97M-V functional and the def2-TZVPD basis)
C 0.25 6.83 9.89
C 0.32 6.51 11.38
C -0.42 5.21 11.76
C -1.90 5.58 11.66
N -2.85 4.39 11.94
C -4.26 4.93 11.89
C -4.99 4.16 10.84
C -3.89 3.57 9.88
C -2.73 3.35 10.78
C -2.62 3.83 13.30
C -3.58 2.71 13.74
C -3.92 2.79 15.24
H 1.09 6.35 9.39
H 0.21 7.91 9.67
H -0.66 6.38 9.45
H -0.13 7.38 11.83
H 1.30 6.45 11.79
H -0.19 4.89 12.79
H -0.08 4.48 11.00
H -2.09 5.83 10.65
H -1.96 6.38 12.41
H -4.71 4.64 12.83
H -4.29 6.04 11.82
H -5.47 3.27 11.31
H -5.79 4.77 10.35
H -4.21 2.65 9.42
H -3.66 4.32 9.14
H -2.84 2.36 11.29
H -1.75 3.37 10.34
H -2.73 4.70 13.99
H -1.59 3.49 13.34
H -3.09 1.80 13.60
H -4.41 2.79 13.05
H -4.61 3.58 15.51
H -2.97 2.87 15.77
H -4.29 1.79 15.59
C -1.04 -3.70 -3.78
C -1.34 -4.07 -5.26
C -0.06 -4.04 -6.10
C 0.41 -2.65 -6.41
N 1.57 -2.63 -7.33
C 1.22 -2.82 -8.79
C 2.52 -3.28 -9.39
C 3.46 -3.79 -8.26
C 2.51 -3.84 -7.06
C 2.33 -1.33 -7.14
C 1.44 -0.03 -7.15
C 2.39 1.13 -7.08
H -1.94 -3.64 -3.13
H -0.61 -2.68 -3.71
H -0.26 -4.32 -3.41
H -2.06 -3.46 -5.69
H -1.69 -5.11 -5.28
H -0.29 -4.47 -7.10
H 0.70 -4.62 -5.54
H 0.67 -2.10 -5.46
H -0.39 -2.08 -6.77
H 0.87 -1.88 -9.26
H 0.43 -3.56 -8.86
H 3.00 -2.42 -9.97
H 2.28 -4.10 -10.12
H 4.28 -3.11 -7.99
H 3.91 -4.69 -8.60
H 2.90 -3.89 -6.07
H 1.85 -4.71 -7.18
H 2.95 -1.18 -7.96
H 2.88 -1.45 -6.24
H 0.70 0.08 -6.32
H 0.87 0.02 -8.07
H 3.03 1.16 -6.22
H 1.74 2.00 -7.18
H 2.91 1.19 -8.07
C -10.88 -1.25 5.39
C -10.24 -2.56 4.94
C -8.69 -2.61 5.26
C -8.04 -1.51 4.54
N -6.67 -1.08 4.96
C -6.59 -0.78 6.46
C -5.96 -1.91 7.14
C -4.96 -2.51 6.12
C -5.64 -2.20 4.71
C -6.27 0.03 4.02
C -6.94 1.38 4.26
C -6.23 2.47 3.37
H -10.82 -0.49 4.65
H -10.51 -0.87 6.32
H -11.89 -1.43 5.53
H -10.31 -2.70 3.88
H -10.71 -3.43 5.32
H -8.26 -3.55 4.94
H -8.52 -2.43 6.37
H -8.63 -0.58 4.62
H -7.91 -1.85 3.54
H -6.02 0.11 6.65
H -7.64 -0.60 6.78
H -5.47 -1.60 8.07
H -6.62 -2.74 7.45
H -4.06 -1.90 6.12
H -4.59 -3.52 6.25
H -4.89 -1.90 3.99
H -6.22 -2.97 4.32
H -6.55 -0.30 3.04
H -5.13 0.18 3.98
H -6.86 1.76 5.31
H -7.97 1.37 4.05
H -6.51 3.50 3.64
H -6.41 2.40 2.29
H -5.09 2.41 3.51
C 10.22 -7.38 0.16
C 9.12 -8.42 0.64
C 7.85 -8.23 -0.16
C 8.07 -8.96 -1.52
N 7.05 -8.80 -2.63
C 7.46 -9.67 -3.85
C 8.39 -8.78 -4.69
C 8.36 -7.38 -4.06
C 7.09 -7.42 -3.25
C 5.69 -9.16 -2.15
C 5.65 -10.40 -1.28
C 4.17 -10.68 -0.80
H 10.52 -7.48 -0.90
H 11.08 -7.53 0.78
H 9.82 -6.42 0.36
H 8.95 -8.32 1.72
H 9.47 -9.44 0.48
H 7.74 -7.18 -0.33
H 6.92 -8.55 0.38
H 8.09 -10.00 -1.32
H 8.98 -8.57 -1.98
H 6.47 -9.91 -4.34
H 7.94 -10.62 -3.59
H 8.01 -8.70 -5.75
H 9.41 -9.13 -4.75
H 8.37 -6.50 -4.71
H 9.22 -7.14 -3.42
H 6.19 -7.27 -3.80
H 6.98 -6.69 -2.45
H 5.11 -9.23 -3.09
H 5.41 -8.30 -1.47
H 6.25 -10.28 -0.34
H 6.13 -11.22 -1.84
H 3.80 -9.86 -0.25
H 4.24 -11.57 -0.14
H 3.52 -10.86 -1.67
C -2.55 3.29 1.97
N -2.73 3.61 0.55
C -2.56 2.64 -0.35
C -2.90 2.91 -1.67
C -3.36 4.14 -2.01
C -3.46 5.09 -1.05
C -3.18 4.84 0.29
C -3.82 4.28 -3.37
C -3.26 3.50 -4.38
C -3.77 3.52 -5.64
N -4.90 4.10 -5.96
C -5.58 4.82 -4.98
C -5.00 5.01 -3.73
C -5.35 4.06 -7.36
H -3.05 4.04 2.55
H -1.47 3.27 2.13
H -2.91 2.28 2.19
H -2.04 1.74 -0.01
H -2.74 2.18 -2.41
H -3.64 6.07 -1.37
H -3.43 5.57 1.08
H -2.30 3.01 -4.13
H -3.19 3.11 -6.41
H -6.53 5.14 -5.30
H -5.54 5.63 -3.07
H -4.41 3.94 -7.92
H -5.95 4.99 -7.71
H -6.02 3.24 -7.58
C 2.46 0.50 2.37
N 1.41 0.05 1.48
C 0.18 0.07 1.92
C -0.87 -0.43 1.17
C -0.58 -0.87 -0.13
C 0.73 -0.84 -0.65
C 1.72 -0.39 0.21
C -1.80 -1.35 -0.93
C -2.66 -2.25 -0.34
C -3.87 -2.48 -0.89
N -4.20 -1.87 -2.07
C -3.36 -1.04 -2.69
C -2.12 -0.78 -2.18
C -5.57 -2.18 -2.51
H 3.08 1.19 1.81
H 3.01 -0.37 2.73
H 1.94 0.92 3.23
H 0.09 0.36 2.92
H -1.86 -0.36 1.57
H 0.89 -1.11 -1.71
H 2.68 -0.36 -0.17
H -2.51 -2.55 0.71
H -4.63 -3.00 -0.37
H -3.79 -0.63 -3.52
H -1.45 -0.19 -2.76
H -6.29 -1.80 -1.77
H -5.60 -3.32 -2.60
H -5.82 -1.71 -3.42
C 8.13 10.38 -8.50
N 7.56 9.14 -7.87
C 6.75 9.25 -6.80
C 6.41 8.16 -6.06
C 6.76 6.91 -6.50
C 7.57 6.81 -7.64
C 7.98 7.92 -8.26
C 6.36 5.66 -5.82
C 5.15 5.61 -5.18
C 4.78 4.53 -4.42
N 5.57 3.49 -4.31
C 6.75 3.47 -4.97
C 7.22 4.55 -5.67
C 5.24 2.36 -3.33
H 8.91 10.85 -7.89
H 7.31 11.15 -8.67
H 8.52 10.09 -9.46
H 6.36 10.23 -6.48
H 5.91 8.26 -5.11
H 7.92 5.83 -7.96
H 8.70 7.86 -9.07
H 4.57 6.47 -5.09
H 3.95 4.53 -3.85
H 7.33 2.51 -4.87
H 8.18 4.42 -6.18
H 5.27 1.49 -3.91
H 4.23 2.58 -2.92
H 5.97 2.31 -2.50
Br -4.42 0.36 0.67
As 0.86 3.07 -2.25
F 1.73 3.54 -3.64
F -0.37 4.11 -2.83
F 0.02 2.57 -0.79
F 2.23 2.16 -1.85
F 1.50 4.45 -1.39
F 0.08 1.81 -3.15
As 4.21 -1.73 -3.07
F 5.30 -3.03 -3.45
F 4.09 -2.35 -1.40
F 3.13 -0.51 -2.66
F 4.26 -1.02 -4.66
F 2.84 -2.61 -3.76
F 5.62 -0.70 -2.62
As -1.78 0.72 5.46
F -3.25 0.29 6.32
F -1.03 -0.51 6.34
F -0.35 1.19 4.62
F -2.81 1.85 4.46
F -1.37 1.94 6.65
F -2.22 -0.56 4.28
As -2.40 0.30 -6.33
F -3.54 1.08 -7.44
F -1.54 1.85 -6.23
F -1.41 -0.35 -5.14
F -3.29 -1.17 -6.50
F -1.29 -0.24 -7.53
F -3.42 0.83 -5.05
```

Atomic partial charges in e from the Mulliken method, atoms 1 to 6: C -1.035; C -0.731; C -0.256; C -1.390; N 0.773; C -0.630

- Among the records above, which one has the highest gap between HOMO and LUMO?
  C7H9P

- What is the formula in the second record?
  C80H100N20

Please write out number 1 again, unchanged.
A cluster of 2 separate species, C7H9P in total at a distorted geometry. Source: OMol25; level of theory: the ωB97M-V functional and the def2-TZVPD basis.

HOMO: -8.28 eV
energy relative to the best compared isomer or geometry (same formula, charge and spin): 163.1 kJ/mol
E: -613.36660 Ha
gap between HOMO and LUMO: 8.623 eV

XYZ file:
```
17
C7H9P (the ωB97M-V functional and the def2-TZVPD basis)
C 2.29 0.87 1.47
C 2.76 -0.22 1.31
C -2.30 -1.36 -1.77
C -1.88 -1.60 -0.51
C -1.58 -0.32 -2.42
C -0.76 -0.74 -0.08
C 1.78 2.21 1.67
P -0.35 0.40 -1.49
H -3.10 -1.89 -2.25
H -2.29 -2.35 0.15
H 3.16 -1.18 1.18
H -1.81 -0.02 -3.43
H -1.01 -0.16 0.81
H 0.13 -1.32 0.19
H 1.95 2.80 0.77
H 0.72 2.18 1.89
H 2.31 2.68 2.51
```

Atomic partial charges in e from the Mulliken method, atoms 1 to 6: C 0.045; C -0.127; C -0.355; C -0.310; C -0.377; C -0.574

- Which value of gap between HOMO and LUMO does entry 1 give?
  8.623 eV